Entry from OMol25: a molecular structure, C45H62AsCoF5Ge2OP (ωB97M-V/def2-TZVPD).

Summary:
- E_tot: -284085.98600 eV
- HOMO (alpha / beta): -9.38 / -10.21 eV
- Total charge: +1
- Strongest force on any atom: 0.47 eV/Å
- <S²>: 3.7622
- Spin multiplicity: 4

Cartesian coordinates (Å):
Co  0.4743  1.3814  0.5799
C  0.9305  -0.3762  5.3714
C  1.0430  0.8470  4.4653
Ge  -0.2472  0.9270  2.9272
C  -1.6761  2.0767  3.6896
C  -2.0899  1.7125  5.1126
C  -1.1467  -0.8289  3.0047
C  -1.7098  -1.6288  2.0987
Ge  -1.8926  -1.3446  0.1674
C  -3.5775  -0.4111  -0.1878
C  -4.7599  -1.1880  -0.7668
C  -1.2193  -2.8523  -0.9097
C  -2.1302  -3.9922  -1.3680
C  -2.4491  -2.8671  2.5251
C  -2.2180  -3.4626  3.7705
C  -2.9089  -4.5925  4.1642
C  -3.8565  -5.1724  3.3307
C  -4.0991  -4.6040  2.0940
C  -3.3959  -3.4705  1.7070
H  1.6764  -0.3537  6.1675
H  1.0757  -1.3041  4.8140
H  -0.0463  -0.4380  5.8488
H  2.0764  0.9431  4.1395
H  0.8520  1.7562  5.0416
H  -2.5448  2.0141  3.0351
H  -1.3353  3.1130  3.6436
H  -2.5147  0.7094  5.1651
H  -2.8507  2.3989  5.4866
H  -1.2564  1.7528  5.8120
H  -1.3046  -1.1462  4.0321
H  -3.3405  0.4262  -0.8417
H  -3.8411  0.0289  0.7744
H  -4.4902  -1.7552  -1.6588
H  -5.5489  -0.4932  -1.0553
H  -5.1922  -1.8763  -0.0434
H  -0.3846  -3.2609  -0.3313
H  -0.7754  -2.4017  -1.7952
H  -2.5149  -4.5815  -0.5413
H  -1.5674  -4.6756  -2.0067
H  -2.9785  -3.6288  -1.9480
H  -1.4742  -3.0557  4.4390
H  -2.7027  -5.0299  5.1315
H  -4.3946  -6.0558  3.6439
H  -4.8367  -5.0320  1.4286
H  -3.6479  -3.0538  0.7418
O  -0.6531  0.0137  -0.7427
As  -0.6255  0.1806  -2.4736
C  -2.2957  -0.3106  -3.2675
C  -3.3871  0.5591  -3.2842
C  -4.5665  0.1620  -3.8911
C  -4.6636  -1.0935  -4.4756
C  -3.5856  -1.9624  -4.4469
C  -2.3970  -1.5753  -3.8426
C  0.6869  -0.9975  -3.2153
C  1.4856  -1.8035  -2.4265
C  2.4417  -2.6153  -3.0234
C  2.5983  -2.6027  -4.3991
C  1.8045  -1.7768  -5.1876
C  0.8473  -0.9695  -4.5994
C  -0.0691  1.8967  -3.0851
C  1.1930  2.3493  -2.7208
C  1.6787  3.5218  -3.2726
C  0.9176  4.2269  -4.1913
C  -0.3282  3.7569  -4.5730
C  -0.8276  2.5863  -4.0245
H  -3.3325  1.5275  -2.8060
H  -5.4119  0.8358  -3.9056
H  -5.5861  -1.3951  -4.9499
H  -3.6629  -2.9416  -4.8977
H  -1.5536  -2.2536  -3.8456
H  1.3573  -1.8067  -1.3536
H  3.0632  -3.2533  -2.4103
H  3.3410  -3.2363  -4.8626
H  1.9317  -1.7649  -6.2608
H  0.2331  -0.3253  -5.2208
H  1.7951  1.8003  -2.0022
H  2.6466  3.9000  -2.9781
H  1.3002  5.1451  -4.6130
H  -0.9161  4.3000  -5.2990
H  -1.7917  2.2233  -4.3481
C  4.6483  2.4948  -1.0230
C  4.3573  1.1750  -0.3166
C  4.2347  0.0647  -1.3553
P  2.8892  1.1867  0.8159
C  3.1263  -0.3611  1.8330
C  4.5635  -0.8382  2.0499
C  2.2712  -1.5302  1.3471
C  3.1387  2.5919  1.9964
C  2.8509  3.9603  1.3554
C  4.4600  2.6028  2.7597
H  5.5824  2.4013  -1.5797
H  4.7532  3.3319  -0.3436
H  3.8667  2.7344  -1.7427
H  5.2038  0.9497  0.3385
H  3.3955  0.2543  -2.0271
H  4.0955  -0.9192  -0.9123
H  5.1369  0.0275  -1.9682
H  2.7190  -0.0644  2.8007
H  4.9879  -1.2665  1.1422
H  4.5668  -1.6231  2.8069
H  5.2316  -0.0526  2.3922
H  2.6786  -1.9650  0.4343
H  1.2307  -1.2397  1.1696
H  2.2581  -2.3184  2.1014
H  2.3388  2.4083  2.7189
H  3.7749  4.4583  1.0688
H  2.3442  4.6040  2.0735
H  2.2094  3.9052  0.4752
H  5.3166  2.6808  2.0887
H  4.5884  1.7200  3.3829
H  4.4865  3.4708  3.4195
F  -0.0132  4.1047  -0.7467
C  -0.4644  3.2282  0.2315
F  -0.3231  3.9402  1.4143
C  -1.9795  3.1529  0.0148
F  -2.5211  2.2169  0.8084
F  -2.6284  4.2901  0.2295
F  -2.2525  2.7674  -1.2571

Entry from OMol25: a molecular structure, C45H62BN9O4Pt (ωB97M-V/def2-TZVPD).

Summary:
- E_tot: -73201.13378 eV
- HOMO: -6.84 eV
- Strongest force on any atom: 0.43 eV/Å

Cartesian coordinates (Å):
Pt  1.1951  0.9839  -1.0227
C  -4.4381  1.0602  -2.3925
N  -3.2620  0.4604  -1.8030
C  -3.1865  -0.9757  -1.8649
C  -2.1376  1.2158  -1.5263
N  -0.9256  0.8791  -1.9029
C  -0.7771  0.1644  -3.1130
C  -1.4480  0.6193  -4.2265
C  -1.3193  0.0103  -5.4860
C  -0.4741  -1.0447  -5.6423
C  0.2762  -1.5284  -4.5421
C  1.1892  -2.5971  -4.7568
C  1.9541  -3.0703  -3.7391
C  1.8187  -2.5191  -2.4494
C  0.9237  -1.5205  -2.1901
N  0.8307  -1.0282  -0.8557
C  0.5851  -1.8636  0.1316
N  -0.0386  -3.0797  -0.0392
C  0.3891  -4.2372  0.7278
C  -0.9168  -3.4337  -1.1330
N  0.9471  -1.6125  1.4121
C  0.0553  -1.8975  2.5248
C  2.1087  -0.8138  1.7516
C  0.1322  -0.9492  -3.2523
N  -2.3825  2.3414  -0.8302
C  -3.4634  2.4276  0.1422
C  -1.3821  3.3924  -0.7473
H  -4.5515  0.7284  -3.4319
H  -4.3499  2.1437  -2.3855
H  -5.3428  0.7834  -1.8433
H  -4.1394  -1.3920  -1.5292
H  -2.4171  -1.3052  -1.1741
H  -2.9725  -1.3593  -2.8699
H  -2.0760  1.4962  -4.1216
H  -1.8778  0.4005  -6.3276
H  -0.3430  -1.5174  -6.6078
H  1.2739  -3.0066  -5.7559
H  2.6708  -3.8637  -3.9094
H  2.4398  -2.8737  -1.6361
H  1.2070  -3.9743  1.3903
H  0.7285  -5.0188  0.0403
H  -0.4317  -4.6420  1.3271
H  -1.2174  -2.5636  -1.6973
H  -1.8105  -3.9203  -0.7292
H  -0.4249  -4.1250  -1.8246
H  0.5275  -2.5843  3.2342
H  -0.8753  -2.3360  2.1731
H  -0.1844  -0.9697  3.0439
H  2.8391  -0.8890  0.9547
H  2.5443  -1.2361  2.6623
H  1.8525  0.2347  1.9192
H  -3.9658  1.4697  0.2350
H  -4.1925  3.1900  -0.1460
H  -3.0499  2.6839  1.1188
H  -1.1083  3.7457  -1.7437
H  -0.4959  3.0489  -0.2167
H  -1.8148  4.2198  -0.1861
C  -4.4980  -4.7330  2.2113
C  -4.0138  -3.6487  3.1367
C  -3.8570  -3.9130  4.4924
C  -3.3952  -2.9201  5.3423
C  -3.0867  -1.6644  4.8520
C  -3.2570  -1.3738  3.4956
N  -2.9003  -0.1441  2.9409
C  -2.5364  1.0071  3.6310
C  -3.2294  1.4451  4.7648
C  -2.8705  2.6184  5.4031
C  -1.8150  3.3886  4.9284
C  -1.1337  2.9626  3.8006
C  -1.4744  1.7907  3.1328
C  -0.6863  1.4134  1.8820
O  0.3902  2.0050  1.6699
O  -1.1920  0.5388  1.1212
C  -3.7239  -2.3783  2.6295
C  -3.8907  -2.1182  1.1547
H  -4.6616  -5.6630  2.7543
H  -3.7779  -4.9308  1.4129
H  -5.4373  -4.4578  1.7257
H  -4.0903  -4.8986  4.8768
H  -3.2549  -3.1306  6.3954
H  -2.6870  -0.9091  5.5137
H  -2.3822  -0.1690  2.0526
H  -4.0686  0.8668  5.1287
H  -3.4288  2.9374  6.2751
H  -1.5308  4.3036  5.4314
H  -0.2996  3.5267  3.4027
H  -3.7301  -1.0735  0.8953
H  -4.8946  -2.3919  0.8195
H  -3.1891  -2.7166  0.5639
C  6.0032  2.1143  0.6986
C  5.3648  1.5966  -0.5825
C  6.0073  2.2842  -1.7800
O  3.9846  1.9924  -0.5662
B  3.1509  0.8964  -0.7789
O  3.9153  -0.2612  -0.8912
C  5.3099  0.0211  -0.6927
C  5.7390  -0.7086  0.5740
C  6.0602  -0.5580  -1.8824
H  5.9864  3.2050  0.6893
H  7.0422  1.7925  0.7888
H  5.4531  1.7805  1.5766
H  5.9158  3.3635  -1.6499
H  5.5051  2.0146  -2.7083
H  7.0669  2.0388  -1.8699
H  5.1769  -0.3691  1.4431
H  6.8035  -0.5785  0.7755
H  5.5441  -1.7741  0.4435
H  5.6945  -0.1478  -2.8218
H  5.9018  -1.6369  -1.9046
H  7.1336  -0.3719  -1.8099
C  2.1101  4.1792  0.3669
C  1.8229  3.9873  -1.0743
N  1.4872  2.8702  -1.6863
C  1.2892  3.1629  -3.0226
C  1.5116  4.4834  -3.2204
N  1.8458  4.9892  -1.9825
H  2.0633  3.2227  0.8773
H  1.3609  4.8342  0.8183
H  3.0979  4.6225  0.5011
H  1.0055  2.4003  -3.7270
H  1.4723  5.0911  -4.1057
H  2.0814  5.9422  -1.7708

Entry from OMol25: a molecular structure, C45H62EuN3O2P at a distorted geometry (ωB97M-V/def2-TZVPD).

Summary:
- E_tot: -84855.38068 eV
- HOMO (alpha / beta): -0.32 / -0.43 eV
- Total charge: -2
- Strongest force on any atom: 1.75 eV/Å
- <S²>: 15.7604
- Spin multiplicity: 8

Cartesian coordinates (Å):
Eu  0.3870  0.3304  0.1014
N  2.9876  -0.3420  0.6347
C  3.5533  0.9801  0.9551
C  2.9764  2.0340  -0.0532
O  3.7543  2.7149  -0.7013
O  1.7138  2.0578  -0.0849
H  3.1343  -0.9757  1.4220
H  3.5050  -0.7207  -0.1612
H  4.6505  0.9937  0.9154
H  3.2255  1.2586  1.9601
C  -4.5012  1.4478  -0.7675
C  -3.1828  2.0598  -1.2490
C  -3.3161  2.5594  -2.6899
C  -2.7637  3.1382  -0.2769
C  -3.3647  4.3814  -0.3522
C  -3.1019  5.3640  0.5856
C  -2.1485  5.1171  1.5558
C  -1.4982  3.8984  1.6465
C  -0.3429  3.7863  2.6211
C  -0.7855  4.0128  4.0683
C  0.7582  4.7799  2.2312
C  -1.8521  2.8413  0.7667
N  -1.3982  1.5385  0.9476
C  -1.5361  1.0864  2.2661
C  -0.7956  0.1396  2.8859
N  0.2854  -0.5693  2.3421
C  1.1270  -1.1590  3.2709
C  1.6742  -0.4636  4.3941
C  2.5786  -1.0914  5.2319
C  2.9663  -2.4059  5.0529
C  2.3881  -3.1154  4.0204
C  1.4731  -2.5357  3.1559
C  0.9166  -3.4887  2.1172
C  1.7887  -3.4553  0.8616
C  -0.5595  -3.3180  1.7623
C  1.3443  0.9801  4.7234
C  2.5886  1.8706  4.7978
C  0.5830  1.0504  6.0517
H  -4.8837  0.7459  -1.5048
H  -5.2499  2.2219  -0.6032
H  -4.3371  0.9245  0.1715
H  -2.4246  1.2619  -1.2285
H  -4.2150  3.1601  -2.8192
H  -3.3811  1.7156  -3.3738
H  -2.4559  3.1618  -2.9751
H  -4.0770  4.5809  -1.1408
H  -3.6295  6.3076  0.5616
H  -1.9046  5.9017  2.2602
H  0.0948  2.7862  2.5369
H  -1.2911  4.9710  4.1794
H  0.0784  4.0080  4.7304
H  -1.4671  3.2256  4.3814
H  0.4161  5.8106  2.3198
H  1.0673  4.6018  1.2034
H  1.6271  4.6454  2.8757
H  -2.3751  1.5161  2.8167
H  -1.1176  -0.1746  3.8787
H  2.9982  -0.5410  6.0630
H  3.6843  -2.8719  5.7137
H  2.6300  -4.1674  3.9027
H  1.0187  -4.4935  2.5515
H  1.6024  -2.5321  0.2989
H  1.5596  -4.3101  0.2296
H  2.8423  -3.5051  1.1340
H  -0.7314  -2.3705  1.2391
H  -1.1655  -3.3237  2.6668
H  -0.8792  -4.1422  1.1214
H  0.7057  1.3824  3.9366
H  3.2473  1.5861  5.6168
H  2.2909  2.9073  4.9519
H  3.1586  1.8216  3.8726
H  1.1907  0.6523  6.8633
H  -0.3320  0.4655  5.9932
H  0.3215  2.0794  6.2917
C  0.0382  -5.4549  -2.2628
C  0.5549  -4.1549  -2.8950
C  2.0684  -4.0411  -2.7219
C  -0.2275  -2.9793  -2.2980
H  0.4515  -6.3312  -2.7604
H  -1.0481  -5.5001  -2.3356
H  0.3077  -5.5034  -1.2087
H  0.3473  -4.2122  -3.9708
H  2.3252  -3.8505  -1.6846
H  2.4613  -3.2264  -3.3263
H  2.5525  -4.9692  -3.0303
H  -0.1816  -3.0805  -1.2036
H  -1.2735  -3.1594  -2.5663
C  0.3915  1.0631  -2.8663
P  0.1498  -0.9304  -2.5523
C  1.0889  -1.2342  -4.1097
C  2.3510  -0.6875  -4.3135
C  2.9937  -0.8263  -5.5315
C  2.3955  -1.5269  -6.5651
C  1.1576  -2.1095  -6.3601
C  0.5104  -1.9643  -5.1450
C  -1.5947  -0.7956  -3.1485
C  -2.6339  -1.1618  -2.2960
C  -3.9343  -1.2412  -2.7600
C  -4.2263  -0.9275  -4.0775
C  -3.2133  -0.4905  -4.9139
C  -1.9091  -0.4294  -4.4519
H  0.2403  1.4529  -3.8785
H  1.4002  1.3655  -2.5530
H  -0.3282  1.5749  -2.1966
H  2.8394  -0.1430  -3.5186
H  3.9602  -0.3693  -5.6859
H  2.8893  -1.6123  -7.5246
H  0.6806  -2.6665  -7.1565
H  -0.4658  -2.4056  -5.0070
H  -2.4072  -1.3964  -1.2598
H  -4.7279  -1.5557  -2.0954
H  -5.2429  -1.0098  -4.4400
H  -3.4403  -0.1965  -5.9292
H  -1.1286  -0.1050  -5.1230

Entry from OMol25: a molecular structure, C45H62FeN6P (ωB97M-V/def2-TZVPD).

Summary:
- E_tot: -100283.41939 eV
- HOMO (alpha / beta): -10.00 / -9.92 eV
- Total charge: +1
- Strongest force on any atom: 0.80 eV/Å

Cartesian coordinates (Å):
Fe  -0.2320  -0.3216  -0.5239
C  -0.4978  0.0680  5.2157
C  -1.4579  -0.1479  4.0337
C  -2.8979  -0.1237  4.5694
C  -1.1119  -1.4436  3.2953
C  -1.5521  -2.6403  3.8572
C  -1.2549  -3.8650  3.2897
C  -0.4674  -3.9163  2.1533
C  0.0181  -2.7565  1.5611
C  1.0304  -2.9110  0.4289
C  2.3009  -3.5618  0.9864
C  0.4913  -3.7090  -0.7615
C  -0.3360  -1.5145  2.1171
N  0.0317  -0.3177  1.3908
C  0.6051  0.6720  1.9854
C  0.9550  1.9385  1.4210
C  1.7231  2.7973  2.2437
C  2.1928  4.0005  1.7944
C  1.8885  4.3720  0.4717
C  1.1157  3.5746  -0.3372
C  0.6037  2.3376  0.1123
N  -0.1716  1.5519  -0.6830
C  -0.8447  2.0768  -1.8435
C  -0.6033  1.5003  -3.1081
C  -1.3448  1.9199  -4.2124
C  -2.2620  2.9468  -4.1066
C  -2.4607  3.5460  -2.8727
C  -1.7953  3.1155  -1.7267
C  -2.1827  3.7786  -0.4083
C  -3.7101  3.7598  -0.2051
C  -1.7075  5.2349  -0.3307
C  0.4823  0.4597  -3.3362
C  1.2989  0.7495  -4.5987
C  -0.0899  -0.9626  -3.4258
H  -0.6853  1.0326  5.6981
H  0.5527  0.0307  4.9203
H  -0.6477  -0.7192  5.9613
H  -1.3479  0.6918  3.3491
H  -2.9906  -0.7153  5.4837
H  -3.6202  -0.5155  3.8505
H  -3.1885  0.8998  4.8187
H  -2.1452  -2.6079  4.7662
H  -1.6248  -4.7808  3.7406
H  -0.1962  -4.8821  1.7367
H  1.3158  -1.9210  0.0664
H  2.0833  -4.5822  1.3101
H  2.6848  -3.0132  1.8482
H  3.0878  -3.6140  0.2307
H  0.1173  -4.6877  -0.4518
H  1.2767  -3.8725  -1.5048
H  -0.3392  -3.1962  -1.2555
H  0.8775  0.5430  3.0300
H  1.9468  2.4754  3.2591
H  2.7818  4.6430  2.4357
H  2.2793  5.3027  0.0732
H  0.8931  3.8796  -1.3534
H  -1.1666  1.4651  -5.1841
H  -2.8032  3.2919  -4.9800
H  -3.1810  4.3559  -2.7884
H  -1.7136  3.2276  0.4079
H  -4.1942  4.5155  -0.8310
H  -3.9608  3.9921  0.8353
H  -4.1586  2.7990  -0.4623
H  -2.1646  5.8257  -1.1303
H  -0.6241  5.3185  -0.4232
H  -2.0007  5.6804  0.6242
H  1.1694  0.5015  -2.4922
H  0.7145  0.5333  -5.4982
H  2.1917  0.1186  -4.6398
H  1.6086  1.7946  -4.6439
H  -0.7971  -1.0415  -4.2579
H  -0.6596  -1.2572  -2.5258
H  0.7036  -1.7031  -3.5768
C  3.5191  -0.0020  0.7207
N  2.9813  -0.0222  -0.6655
C  3.5473  1.1606  -1.3644
N  5.0094  1.1611  -1.3694
C  5.4774  1.1466  0.0242
N  4.9817  -0.0281  0.7562
C  5.4455  -1.2332  0.0531
N  4.9766  -1.2752  -1.3415
C  3.5171  -1.2292  -1.3351
C  5.4720  -0.0686  -2.0217
H  3.1388  -0.8721  1.2589
H  3.1673  0.9022  1.2157
H  3.1908  2.0590  -0.8652
H  3.1949  1.1633  -2.3936
H  5.1289  2.0498  0.5256
H  6.5674  1.1362  0.0346
H  5.0819  -2.1155  0.5790
H  6.5355  -1.2518  0.0591
H  3.1429  -2.1121  -0.8198
H  3.1561  -1.2468  -2.3672
H  5.1285  -0.0751  -3.0564
H  6.5608  -0.0854  -2.0170
C  -3.5504  -0.0400  -1.8389
P  -2.5545  -0.5609  -0.4175
C  -3.2665  0.3034  0.9895
C  -3.0545  -2.2937  -0.2035
C  -3.6603  -2.7639  0.9579
C  -3.9919  -4.1093  1.0786
C  -3.7172  -4.9947  0.0468
C  -3.1195  -4.5336  -1.1217
C  -2.7879  -3.1924  -1.2428
H  -4.6004  -0.2378  -1.6169
H  -3.2608  -0.5864  -2.7377
H  -3.3970  1.0262  -2.0246
H  -4.3438  0.1395  1.0184
H  -3.0556  1.3662  0.8937
H  -2.8067  -0.0484  1.9120
H  -3.8860  -2.0876  1.7765
H  -4.4687  -4.4636  1.9863
H  -3.9724  -6.0445  0.1489
H  -2.9175  -5.2178  -1.9389
H  -2.3419  -2.8399  -2.1697

Question: Among the records above, which one has the lowest strongest force on any atom?
Answer: C45H62BN9O4Pt

Question: Look up the E_tot of the third one.
Answer: -84855.38068 eV

Question: What is the E_tot in the second record?
Answer: -73201.13378 eV